1.
A single C14H28N2O4S molecule. Source: the Open Molecules 2025 dataset; level of theory: ωB97M-V/def2-TZVPD.

ORCA input file:
```
! RIJCOSX wB97M-V def2-TZVPD def2/J DEFGRID3
* xyz 0 1
C 3.483 3.802 0.176
C 3.455 2.472 0.898
S 2.717 1.235 -0.208
O 1.337 1.579 -0.417
O 3.557 1.102 -1.365
N 2.795 -0.135 0.768
C 3.869 -1.061 0.459
C 3.540 -1.965 -0.729
C 2.193 -2.656 -0.529
C 1.118 -1.604 -0.264
C -0.253 -2.214 0.000
O -0.413 -3.307 0.503
N -1.268 -1.400 -0.355
C -2.649 -1.694 -0.056
C -3.167 -0.889 1.140
C -3.281 0.607 0.811
O -4.101 0.859 -0.305
C -5.502 0.894 -0.058
C -5.944 2.298 0.362
C -6.198 0.465 -1.345
C 1.523 -0.791 0.974
H 4.065 3.705 -0.738
H 3.923 4.578 0.798
H 2.470 4.090 -0.092
H 2.830 2.489 1.785
H 4.449 2.109 1.142
H 4.755 -0.463 0.243
H 4.051 -1.659 1.358
H 3.505 -1.346 -1.627
H 4.333 -2.704 -0.850
H 1.933 -3.238 -1.414
H 2.233 -3.341 0.321
H 1.062 -0.913 -1.111
H -1.059 -0.482 -0.716
H -3.261 -1.466 -0.933
H -2.701 -2.762 0.164
H -2.493 -1.016 1.988
H -4.146 -1.279 1.421
H -3.642 1.149 1.695
H -2.299 1.008 0.545
H -5.755 0.184 0.744
H -5.425 2.612 1.265
H -5.713 3.006 -0.430
H -7.013 2.312 0.554
H -5.911 1.133 -2.152
H -7.276 0.497 -1.219
H -5.902 -0.546 -1.613
H 0.790 -0.012 1.183
H 1.610 -1.450 1.843
*
```

Output
LUMO: 0.63 eV
maximum force: 1.1 eV/Å
SMILES: CCS(=O)(=O)N1CCC[C@@H](C(=O)NCCCOC(C)C)C1
ΔE to the lowest compared entry with this formula, charge and spin: 50.1 kJ/mol


2.
An isolated ion of composition C14H28N3O3S and charge +1. Source: the Open Molecules 2025 dataset; level of theory: ωB97M-V/def2-TZVPD.

ORCA input file:
```
! RIJCOSX wB97M-V def2-TZVPD def2/J DEFGRID3
* xyz 1 1
C -0.511 -2.243 -6.514
C -0.543 -3.395 -5.539
S -1.206 -2.807 -3.969
O -1.178 -3.851 -2.982
O -2.438 -2.104 -4.160
N -0.040 -1.627 -3.501
C -0.600 -0.339 -3.172
C -1.290 -0.377 -1.806
N -0.322 -0.804 -0.773
C -0.824 -0.693 0.606
C 0.046 0.425 1.246
O 0.912 0.910 0.526
N -0.216 0.754 2.493
C 0.506 1.786 3.233
C -0.454 2.884 3.683
C 0.343 4.060 4.264
C 1.608 3.580 4.988
C 1.393 2.188 5.570
C 1.215 1.162 4.444
C 0.259 -2.120 -1.106
C 0.896 -2.077 -2.500
H 0.173 -1.473 -6.167
H -0.188 -2.582 -7.495
H -1.506 -1.815 -6.604
H -1.208 -4.193 -5.859
H 0.439 -3.800 -5.319
H -1.339 -0.092 -3.934
H 0.198 0.410 -3.184
H -1.674 0.612 -1.550
H -2.112 -1.096 -1.852
H 0.471 -0.071 -0.734
H -0.695 -1.631 1.148
H -1.879 -0.418 0.623
H -0.959 0.288 2.996
H 1.233 2.205 2.533
H -1.057 3.226 2.840
H -1.131 2.476 4.436
H -0.298 4.607 4.955
H 0.623 4.746 3.464
H 2.451 3.548 4.296
H 1.864 4.281 5.782
H 0.512 2.203 6.212
H 2.243 1.902 6.188
H 2.187 0.778 4.131
H 0.629 0.317 4.813
H 1.014 -2.377 -0.361
H -0.532 -2.875 -1.115
H 1.221 -3.082 -2.765
H 1.764 -1.408 -2.508
*
```

Output
LUMO: -2.28 eV
maximum force: 1.1 eV/Å
SMILES: CCS(=O)(=O)N1CC[NH+](CC(=O)NC2CCCCC2)CC1
ΔE to the lowest compared entry with this formula, charge and spin: 0.0 kJ/mol


3.
A single C14H28O2 molecule. Source: the Open Molecules 2025 dataset; level of theory: ωB97M-V/def2-TZVPD.

ORCA input file:
```
! RIJCOSX wB97M-V def2-TZVPD def2/J DEFGRID3
* xyz 0 1
C -2.745 -3.865 1.470
C -2.405 -2.578 0.728
C -3.511 -2.183 -0.250
C -3.157 -0.973 -1.115
C -3.020 0.322 -0.317
C -2.711 1.511 -1.224
C -2.554 2.833 -0.470
C -1.481 2.831 0.622
C -0.098 2.436 0.114
C 0.945 2.464 1.230
C 2.340 2.053 0.760
C 2.427 0.578 0.377
C 3.857 0.183 -0.015
C 3.887 -1.270 -0.406
O 4.262 -2.178 0.283
O 3.403 -1.461 -1.643
H -3.670 -3.749 2.030
H -2.870 -4.689 0.771
H -1.952 -4.125 2.168
H -1.470 -2.713 0.179
H -2.252 -1.781 1.456
H -3.714 -3.033 -0.906
H -4.426 -1.973 0.309
H -2.219 -1.171 -1.641
H -3.935 -0.843 -1.871
H -2.219 0.206 0.412
H -3.947 0.513 0.228
H -1.801 1.303 -1.792
H -3.521 1.624 -1.949
H -3.510 3.093 -0.011
H -2.316 3.614 -1.196
H -1.430 3.835 1.053
H -1.777 2.153 1.424
H 0.205 3.117 -0.684
H -0.146 1.430 -0.303
H 0.628 1.798 2.036
H 0.996 3.475 1.642
H 2.628 2.668 -0.097
H 3.055 2.249 1.563
H 1.770 0.372 -0.469
H 2.104 -0.038 1.219
H 4.182 0.786 -0.864
H 4.534 0.335 0.827
H 3.402 -2.406 -1.863
*
```

Output
LUMO: 0.66 eV
maximum force: 0.7 eV/Å
SMILES: CCCCCCCCCCCCCC(=O)O
ΔE to the lowest compared entry with this formula, charge and spin: 0.0 kJ/mol


4.
C14H28O2 as an isolated structure. Source: the Open Molecules 2025 dataset; level of theory: ωB97M-V/def2-TZVPD.

ORCA input file:
```
! RIJCOSX wB97M-V def2-TZVPD def2/J DEFGRID3
* xyz 0 1
C -8.129 -1.671 -0.525
C -7.383 -0.503 0.109
C -5.956 -0.138 -0.407
C -5.434 0.942 0.295
C -4.070 1.151 -0.346
C -3.078 0.219 0.230
C -1.715 0.680 -0.013
C -0.549 -0.130 0.157
C 0.813 0.442 -0.080
C 2.012 -0.512 0.577
C 3.296 0.362 0.423
C 4.345 -0.544 1.001
C 5.857 -0.174 0.833
C 6.367 -0.104 -0.418
O 6.912 -1.185 -0.980
O 5.997 0.816 -1.128
H 6.425 0.518 -2.101
H 5.736 1.021 1.242
H 6.642 -0.362 1.566
H 4.455 -1.611 0.825
H 4.172 -0.707 2.078
H 3.457 0.344 -0.506
H 3.338 1.288 0.875
H 1.892 -1.391 0.270
H 1.782 -0.456 1.409
H 1.020 1.431 0.459
H 1.017 0.353 -1.063
H -0.605 -0.173 1.320
H -0.715 -1.146 -0.121
H -1.432 1.739 0.366
H -1.541 1.061 -1.310
H -3.101 0.092 1.127
H -3.181 -0.596 -0.316
H -3.829 2.168 0.207
H -4.160 1.373 -1.276
H -6.103 2.042 0.218
H -5.409 0.782 1.223
H -5.508 -1.097 0.069
H -6.151 -0.008 -1.442
H -7.629 -0.564 1.282
H -8.065 0.323 0.115
H -7.739 -2.506 -0.221
H -9.286 -1.885 -0.210
H -8.289 -1.614 -1.652
*
```

Output
LUMO: 0.68 eV
maximum force: 15.0 eV/Å
ΔE to the lowest compared entry with this formula, charge and spin: 1294.7 kJ/mol


5.
A 3-piece molecular cluster, C14H28O6 overall. Source: the Open Molecules 2025 dataset; level of theory: ωB97M-V/def2-TZVPD.

ORCA input file:
```
! RIJCOSX wB97M-V def2-TZVPD def2/J DEFGRID3
* xyz 0 1
C -1.688 2.541 -1.677
C -2.109 1.454 -2.372
C -1.598 0.047 -2.234
C -1.077 -0.359 -0.862
C -0.387 -1.725 -0.916
C 1.073 -1.712 -0.510
O 1.881 -1.002 -1.471
C 2.055 0.319 -1.254
O 2.566 0.787 -0.285
O -2.208 -0.470 0.039
C -2.118 0.299 1.149
O -1.989 -0.149 2.247
H -1.800 2.686 -0.606
H -1.296 3.397 -2.224
H -2.862 1.596 -3.150
H -2.382 -0.678 -2.483
H -0.789 -0.089 -2.957
H -0.401 0.416 -0.484
H -0.436 -2.126 -1.932
H -0.916 -2.430 -0.275
H 1.225 -1.335 0.504
H 1.441 -2.737 -0.501
H 1.696 0.942 -2.087
H -2.219 1.380 0.983
C 5.379 -3.158 -0.539
C 4.405 -4.166 0.051
C 5.041 -5.539 0.199
O 3.232 -4.249 -0.760
H 5.694 -3.477 -1.537
H 4.903 -2.182 -0.636
H 6.267 -3.054 0.085
H 4.062 -3.815 1.025
H 5.348 -5.922 -0.779
H 4.329 -6.247 0.623
H 5.920 -5.500 0.844
H 3.496 -4.554 -1.635
C -3.716 5.468 2.628
C -3.754 4.297 1.660
C -4.032 2.991 2.386
O -2.519 4.231 0.931
H -2.914 5.330 3.359
H -3.521 6.399 2.095
H -4.658 5.566 3.168
H -4.526 4.465 0.908
H -3.242 2.780 3.113
H -4.065 2.161 1.683
H -4.984 3.029 2.916
H -1.809 4.095 1.569
*
```

Output
LUMO: 0.57 eV
maximum force: 1.9 eV/Å
SMILES: C=CC[C@H](CCOC=O)OC=O.CC(C)O.CC(C)O
ΔE to the lowest compared entry with this formula, charge and spin: 328.4 kJ/mol


6.
C14H29As3F18N3O2V as an isolated structure. Source: the Open Molecules 2025 dataset; level of theory: ωB97M-V/def2-TZVPD.

ORCA input file:
```
! RIJCOSX wB97M-V def2-TZVPD def2/J DEFGRID3
* xyz 0 3
V 12.302 -0.769 -10.847
As 10.169 0.822 -13.602
F 8.711 0.963 -12.511
F 9.660 -0.867 -14.020
F 11.531 0.822 -14.735
F 10.543 2.416 -12.972
F 11.235 0.081 -12.342
F 9.281 1.556 -14.985
As 12.419 -4.624 -11.571
F 10.664 -4.546 -11.006
F 11.930 -4.065 -13.230
F 14.117 -4.735 -12.027
F 12.902 -5.114 -9.836
F 12.316 -6.416 -12.006
F 12.502 -2.889 -11.084
As 15.976 -0.225 -10.158
F 17.686 0.237 -9.857
F 16.083 -0.222 -11.893
F 14.251 -0.605 -10.368
F 15.807 -0.324 -8.362
F 15.538 1.430 -10.216
F 16.299 -1.980 -10.132
C 6.589 -0.691 -9.814
C 6.910 -2.217 -9.928
C 7.757 -2.557 -11.170
C 9.153 -2.054 -10.997
N 10.228 -1.595 -10.895
H 7.428 -0.003 -9.716
H 5.947 -0.611 -8.937
H 6.147 -0.297 -10.729
H 6.037 -2.870 -9.942
H 7.346 -2.455 -8.958
H 7.492 -2.063 -12.104
H 7.694 -3.639 -11.284
C 13.027 -1.531 -16.407
C 14.464 -2.003 -15.998
C 14.368 -2.692 -14.624
C 13.767 -1.873 -13.676
N 13.392 -1.254 -12.826
H 13.076 -1.278 -17.466
H 12.624 -0.695 -15.837
H 12.383 -2.397 -16.254
H 15.165 -1.192 -15.800
H 15.022 -2.629 -16.695
H 15.320 -2.991 -14.186
H 13.880 -3.665 -14.682
C 13.439 -2.549 -8.249
O 12.418 -1.705 -8.915
C 11.726 -1.121 -7.816
C 10.858 -0.011 -8.250
N 11.387 0.577 -9.533
C 12.309 1.635 -9.229
C 12.714 2.262 -10.505
O 13.169 1.255 -11.400
C 13.701 1.914 -12.594
H 14.094 -2.862 -9.061
H 13.022 -3.376 -7.675
H 14.016 -1.866 -7.626
H 12.362 -0.840 -6.976
H 11.099 -1.960 -7.513
H 10.717 0.770 -7.503
H 9.851 -0.379 -8.444
H 10.595 1.162 -9.757
H 13.029 1.333 -8.468
H 11.837 2.463 -8.699
H 13.606 2.832 -10.245
H 12.028 3.005 -10.912
H 13.896 1.166 -13.362
H 14.540 2.591 -12.433
H 12.838 2.361 -13.088
*
```

Output
LUMO (spin up / spin down): -2.28 / -1.40 eV
maximum force: 4.4 eV/Å
ΔE to the lowest compared entry with this formula, charge and spin: 0.0 kJ/mol


7.
A 2-piece molecular cluster, C14H29ClN2O6P3S2 overall. Source: the Open Molecules 2025 dataset; level of theory: ωB97M-V/def2-TZVPD.

ORCA input file:
```
! RIJCOSX wB97M-V def2-TZVPD def2/J DEFGRID3
* xyz -1 1
C 5.328 -0.841 0.173
C 5.329 0.526 0.793
O 5.582 0.758 1.938
O 4.987 1.510 -0.094
C 3.630 1.974 0.119
C 3.096 2.566 -1.179
C 2.118 3.727 -0.939
C 0.642 3.333 -1.155
C 0.198 2.367 -0.061
P -1.483 1.421 -0.182
Cl -0.424 -0.193 1.161
C -0.962 0.489 -1.732
C -2.045 -0.014 -2.688
O -2.494 -1.337 -2.463
N -3.078 0.505 -0.171
C -3.279 -0.528 0.394
S -3.659 -2.009 0.786
P -2.200 2.365 1.856
S -4.116 2.638 2.189
P -2.535 3.096 -1.392
O -3.975 2.839 -1.582
O -2.376 4.527 -0.666
O -1.890 3.225 -2.876
H 5.905 -0.817 -0.747
H 5.745 -1.557 0.874
H 4.299 -1.122 -0.048
H 3.625 2.701 0.931
H 3.019 1.131 0.453
H 2.631 1.780 -1.771
H 3.978 2.971 -1.674
H 2.212 4.141 0.067
H 2.342 4.542 -1.629
H 0.100 4.280 -1.167
H 0.574 2.928 -2.163
H 0.942 1.576 -0.008
H 0.283 2.887 0.898
H -0.244 1.066 -2.309
H -0.429 -0.393 -1.377
H -2.928 0.624 -2.720
H -1.601 0.017 -3.694
H -1.874 -1.829 -1.916
H -1.707 1.524 2.861
H -1.555 3.617 2.000
H -1.630 4.559 -0.057
H -2.548 2.855 -3.477
C -2.286 -5.727 3.171
C -1.528 -6.652 2.225
C -0.505 -5.902 1.365
C -1.148 -4.940 0.473
N -1.667 -4.154 -0.183
H -2.865 -4.985 2.622
H -2.977 -6.298 3.792
H -1.599 -5.197 3.834
H -2.233 -7.178 1.579
H -0.998 -7.412 2.802
H 0.069 -6.607 0.762
H 0.206 -5.373 2.002
*
```

Output
LUMO: 2.36 eV
maximum force: 2.1 eV/Å


8.
C14H29F3IN3O2PSiTa as an isolated structure. Source: the Open Molecules 2025 dataset; level of theory: ωB97M-V/def2-TZVPD.

ORCA input file:
```
! RIJCOSX wB97M-V def2-TZVPD def2/J DEFGRID3
* xyz 0 1
C -2.233 -0.385 0.804
Si -0.495 0.004 0.106
C -0.831 0.534 -1.688
C 0.063 1.545 1.124
Ta 1.116 -2.101 0.350
I -1.126 -3.772 0.845
C 2.988 -0.973 -0.164
C 2.852 0.480 -0.618
C 4.156 1.018 -1.183
F 4.206 2.369 -1.071
F 5.250 0.558 -0.584
F 4.281 0.765 -2.495
C 0.980 -2.714 -1.904
C 1.517 -1.947 -2.945
C 1.468 -2.335 -4.276
C 0.853 -3.548 -4.554
C 0.344 -4.268 -3.481
N 0.379 -3.893 -2.212
P 2.578 -4.179 0.963
N 4.259 -3.761 1.192
O 2.161 -4.865 2.407
H -2.746 0.574 0.904
H -2.131 -0.801 1.801
H -2.810 -1.021 0.145
H 0.050 0.888 -2.216
H -1.320 -0.246 -2.261
H -1.527 1.378 -1.645
H 0.657 2.228 0.523
H -0.787 2.055 1.571
H 0.677 1.168 1.937
H 1.213 -1.600 2.143
H 3.526 -1.527 -0.936
H 3.628 -0.995 0.716
H 2.142 0.615 -1.425
H 2.643 1.130 0.221
H 2.018 -1.020 -2.703
H 1.898 -1.729 -5.057
H 0.795 -3.933 -5.558
H -0.122 -5.224 -3.690
H 4.584 -3.388 0.306
H 4.323 -3.010 1.871
H 2.461 -5.780 2.401
C -3.843 2.677 3.513
C -3.806 3.101 2.086
O -3.147 2.654 1.220
N -4.774 4.207 1.650
C -4.167 5.572 1.838
H -2.819 2.564 3.866
H -4.362 3.398 4.146
H -4.353 1.714 3.572
H -5.658 4.138 2.156
H -4.912 4.035 0.651
H -3.873 5.682 2.878
H -4.914 6.316 1.580
H -3.308 5.651 1.179
*
```

Output
LUMO: -2.04 eV
maximum force: 2.5 eV/Å


9.
A 2-piece molecular cluster, C14H29N2O10P overall. Source: the Open Molecules 2025 dataset; level of theory: ωB97M-V/def2-TZVPD.

ORCA input file:
```
! RIJCOSX wB97M-V def2-TZVPD def2/J DEFGRID3
* xyz 0 1
C 1.073 2.622 0.724
C 0.522 2.893 2.117
O 0.824 3.943 2.683
C -0.337 1.846 2.879
O 0.058 0.501 2.667
O -0.080 1.915 4.279
C -1.836 2.067 2.560
O -2.061 2.030 1.134
C -2.714 1.004 3.251
O -4.067 1.474 3.396
P -5.099 0.946 2.266
O -6.483 1.373 2.494
O -5.142 -0.624 2.256
O -4.666 1.511 0.855
H 0.848 3.464 0.065
H 2.155 2.483 0.774
H 0.616 1.721 0.311
H 0.535 0.233 3.473
H 0.126 2.846 4.504
H -2.118 3.052 2.949
H -3.027 2.039 0.929
H -2.327 0.806 4.255
H -2.645 0.059 2.698
H -5.680 -0.776 3.044
H -5.493 1.346 0.378
C 4.298 0.183 0.273
C 3.489 0.125 -1.029
C 2.230 -0.768 -0.945
C 2.615 -2.236 -0.689
C 1.356 -0.569 -2.212
N -0.085 -0.632 -1.865
C -0.873 -1.676 -1.599
C -2.272 -1.334 -1.140
O -0.541 -2.847 -1.711
C 1.867 -1.361 -3.438
O 2.837 -0.926 -4.056
N 1.227 -2.467 -3.831
C 1.591 -3.281 -4.990
H 5.086 0.929 0.174
H 4.759 -0.783 0.477
H 3.649 0.460 1.104
H 4.140 -0.225 -1.830
H 3.183 1.145 -1.265
H 1.653 -0.426 -0.084
H 1.731 -2.869 -0.700
H 3.078 -2.340 0.292
H 3.313 -2.589 -1.449
H 1.499 0.468 -2.514
H -0.529 0.263 -1.738
H -2.214 -0.709 -0.249
H -2.803 -2.255 -0.902
H -2.794 -0.804 -1.935
H 0.471 -2.793 -3.236
H 1.095 -2.895 -5.882
H 2.672 -3.248 -5.147
H 1.289 -4.316 -4.827
*
```

Output
LUMO: 0.09 eV
maximum force: 3.8 eV/Å
SMILES: CC(=O)C(O)(O)[C@@H](O)COP(=O)(O)O.CC[C@H](C)[C@H](NC(C)=O)C(=O)NC